Record 1
{"formula": "C37H54AsBrClN7O3S2Sn", "method": "the ωB97M-V functional and the def2-TZVPD basis", "symbols": ["Sn", "O", "S", "C", "C", "C", "C", "S", "O", "C", "C", "C", "C", "C", "C", "C", "C", "C", "C", "C", "C", "H", "H", "H", "H", "H", "H", "H", "H", "H", "H", "H", "H", "H", "H", "H", "H", "H", "H", "Br", "C", "C", "C", "C", "C", "C", "C", "C", "C", "C", "H", "H", "H", "H", "H", "H", "C", "As", "C", "C", "H", "H", "H", "H", "H", "H", "H", "H", "H", "N", "C", "N", "N", "C", "N", "H", "H", "H", "H", "N", "H", "H", "H", "C", "N", "C", "C", "O", "N", "C", "C", "H", "H", "H", "H", "H", "H", "H", "H", "H", "H", "H", "H", "Cl", "C", "H", "H"], "xyz": [[12.56, 12.11, 11.87], [11.79, 10.45, 13.38], [10.98, 9.13, 13.65], [9.84, 9.49, 15.09], [9.96, 10.86, 15.70], [9.04, 10.99, 16.94], [9.13, 12.35, 17.69], [7.92, 13.65, 17.09], [8.12, 13.60, 15.61], [8.89, 15.09, 17.64], [9.92, 15.57, 16.86], [10.72, 16.58, 17.40], [10.45, 17.08, 18.70], [9.38, 16.57, 19.45], [8.58, 15.57, 18.89], [12.11, 7.92, 14.30], [13.26, 8.36, 14.90], [14.10, 7.46, 15.54], [13.97, 6.12, 15.38], [12.88, 5.64, 14.67], [11.87, 6.51, 14.18], [10.07, 8.70, 15.78], [8.84, 9.29, 14.77], [9.71, 11.70, 15.04], [11.00, 10.98, 16.00], [9.26, 10.16, 17.61], [8.01, 10.83, 16.60], [10.10, 12.84, 17.38], [9.00, 12.30, 18.80], [10.18, 15.05, 15.91], [11.55, 17.06, 16.86], [11.05, 17.93, 19.02], [9.14, 17.02, 20.43], [7.70, 15.16, 19.49], [13.56, 9.41, 14.90], [14.78, 7.88, 16.24], [14.69, 5.46, 15.87], [12.84, 4.59, 14.51], [10.86, 6.16, 13.83], [15.09, 10.60, 12.24], [15.77, 11.70, 10.78], [17.14, 11.48, 10.54], [17.87, 12.40, 9.75], [17.25, 13.31, 8.94], [15.85, 13.44, 9.03], [15.24, 14.60, 8.41], [13.94, 14.94, 8.74], [13.21, 14.22, 9.68], [13.75, 13.18, 10.41], [15.03, 12.70, 10.07], [17.59, 10.72, 11.13], [18.96, 12.45, 9.73], [17.76, 13.81, 8.15], [15.85, 15.21, 7.72], [13.56, 15.89, 8.30], [12.19, 14.49, 9.88], [10.00, 13.83, 7.81], [9.41, 13.64, 5.93], [7.49, 12.99, 6.10], [10.12, 11.85, 5.52], [11.07, 13.62, 7.76], [9.48, 13.07, 8.43], [9.83, 14.83, 8.18], [7.46, 12.00, 5.61], [6.90, 13.68, 5.42], [6.96, 13.07, 7.04], [9.84, 11.19, 6.35], [11.20, 11.87, 5.32], [9.55, 11.49, 4.64], [11.66, 7.30, 8.14], [11.77, 8.50, 7.51], [11.98, 8.43, 6.21], [11.55, 9.71, 8.01], [11.87, 10.22, 9.14], [11.90, 10.85, 10.17], [11.57, 6.51, 7.46], [10.97, 7.23, 8.89], [12.31, 7.59, 5.81], [12.06, 9.30, 5.68], [8.73, 11.62, 11.19], [8.91, 10.64, 10.91], [9.59, 12.14, 11.00], [8.67, 11.63, 12.19], [7.36, 15.15, 11.64], [8.23, 16.25, 12.07], [8.13, 16.77, 13.44], [9.42, 16.38, 11.38], [9.92, 15.44, 10.68], [9.99, 17.60, 11.36], [11.26, 17.83, 10.64], [9.22, 18.77, 11.71], [6.69, 15.43, 10.81], [6.70, 14.75, 12.42], [7.93, 14.33, 11.23], [7.78, 15.95, 14.08], [7.44, 17.64, 13.41], [9.13, 17.00, 13.76], [11.50, 16.91, 10.14], [12.02, 18.18, 11.40], [11.14, 18.64, 9.81], [8.16, 18.74, 11.46], [9.69, 19.62, 11.19], [9.34, 18.99, 12.78], [12.05, 15.14, 13.60], [11.34, 13.77, 12.58], [10.69, 13.13, 13.25], [10.85, 14.23, 11.68]], "lowdin_charge": [0.976, -0.750, 0.962, -0.322, -0.251, -0.231, -0.292, 0.951, -0.552, -0.415, -0.088, -0.062, -0.078, -0.090, -0.119, -0.411, -0.090, -0.085, -0.096, -0.086, -0.060, 0.076, 0.079, 0.097, 0.117, 0.108, 0.107, 0.104, 0.096, 0.095, 0.113, 0.102, 0.113, 0.129, 0.108, 0.104, 0.112, 0.092, 0.120, 0.685, -0.535, -0.140, -0.099, -0.069, -0.132, -0.048, -0.099, -0.148, -0.303, -0.204, 0.063, 0.101, 0.099, 0.111, 0.109, 0.061, -0.349, 1.035, -0.343, -0.415, 0.002, 0.021, -0.005, 0.003, 0.007, 0.005, 0.003, 0.011, 0.013, 0.163, -0.477, 0.188, 0.126, -0.241, 0.054, 0.128, 0.127, 0.103, 0.128, 0.043, 0.012, -0.021, -0.005, -0.035, -0.126, -0.053, -0.486, -0.077, -0.135, -0.028, -0.078, 0.082, 0.090, 0.049, 0.077, 0.090, 0.073, 0.054, 0.104, 0.113, 0.095, 0.084, 0.083, 0.399, -0.761, -0.027, -0.036], "e_tot_ha": -8331.65729, "lumo_ha": -0.008, "mol_weight_g_mol": 1018.01, "homo_energy_ev": -4.00, "gap_ev": 3.8}

---

Record 2
{"formula": "C37H54BCrN9OSi", "method": "the ωB97M-V functional and the def2-TZVPD basis", "symbols": ["Cr", "C", "C", "C", "C", "C", "C", "N", "N", "B", "N", "C", "C", "C", "N", "C", "C", "C", "N", "C", "C", "C", "N", "C", "C", "C", "H", "H", "H", "H", "H", "H", "H", "H", "H", "H", "H", "H", "H", "H", "H", "H", "H", "H", "H", "H", "H", "H", "H", "H", "H", "H", "H", "H", "O", "C", "C", "C", "C", "C", "C", "C", "N", "C", "C", "N", "H", "H", "H", "H", "H", "H", "H", "C", "C", "C", "C", "C", "C", "N", "H", "H", "H", "H", "H", "H", "H", "H", "C", "Si", "C", "C", "C", "H", "H", "H", "H", "H", "H", "H", "H", "H", "H", "H"], "xyz": [[0.50, -0.06, -0.43], [0.49, 5.10, -1.20], [0.66, 3.59, -1.24], [1.22, 3.15, -2.59], [1.46, 3.10, -0.06], [2.18, 3.90, 0.84], [2.66, 3.03, 1.78], [2.23, 1.80, 1.48], [1.51, 1.82, 0.32], [2.46, 0.58, 2.41], [1.30, 0.35, 3.42], [1.36, 0.51, 4.76], [0.14, 0.15, 5.28], [-0.62, -0.23, 4.15], [0.09, -0.07, 3.04], [-2.01, -0.79, 4.09], [-2.95, -0.11, 5.08], [-1.99, -2.31, 4.33], [2.73, -0.71, 1.60], [3.66, -1.61, 1.94], [3.55, -2.69, 1.08], [2.51, -2.34, 0.21], [2.03, -1.15, 0.53], [1.97, -3.16, -0.93], [1.46, -4.50, -0.40], [3.02, -3.36, -2.02], [-0.17, 5.42, -2.00], [1.45, 5.61, -1.33], [0.06, 5.43, -0.25], [-0.33, 3.15, -1.14], [2.21, 3.59, -2.76], [0.56, 3.48, -3.40], [1.31, 2.07, -2.65], [2.33, 4.97, 0.80], [3.26, 3.20, 2.66], [3.44, 0.82, 3.08], [2.27, 0.86, 5.24], [-0.15, 0.13, 6.32], [-2.38, -0.62, 3.08], [-2.63, -0.30, 6.12], [-3.97, -0.49, 4.97], [-2.97, 0.97, 4.92], [-1.58, -2.53, 5.32], [-1.36, -2.79, 3.57], [-3.00, -2.73, 4.27], [4.32, -1.43, 2.77], [4.15, -3.58, 1.06], [1.12, -2.61, -1.35], [2.28, -5.09, 0.03], [1.02, -5.09, -1.21], [0.70, -4.37, 0.37], [3.88, -3.91, -1.61], [3.37, -2.40, -2.40], [2.60, -3.93, -2.85], [-0.98, 0.96, -1.32], [-1.92, 1.67, -1.77], [-2.20, 1.68, -3.17], [-3.25, 2.37, -3.72], [-4.10, 3.14, -2.90], [-3.81, 3.20, -1.55], [-2.75, 2.52, -0.96], [-2.46, 2.75, 0.47], [-1.32, 2.57, 1.08], [-1.50, 3.01, 2.37], [-2.77, 3.46, 2.55], [-3.38, 3.31, 1.32], [-1.55, 1.10, -3.81], [-3.42, 2.34, -4.79], [-4.93, 3.69, -3.32], [-4.43, 3.85, -0.94], [-0.70, 2.96, 3.10], [-3.29, 3.87, 3.40], [-4.35, 3.42, 1.13], [4.06, 0.89, -1.30], [3.30, 0.22, -2.41], [3.78, -0.01, -3.69], [2.72, -0.62, -4.41], [1.67, -0.74, -3.51], [0.36, -1.44, -3.73], [1.99, -0.18, -2.29], [5.11, 0.99, -1.60], [4.03, 0.32, -0.37], [3.68, 1.89, -1.08], [4.77, 0.23, -4.06], [2.72, -0.98, -5.43], [0.03, -1.33, -4.77], [-0.40, -1.07, -3.05], [0.45, -2.52, -3.54], [-2.39, -4.45, 0.37], [-2.14, -2.87, -0.67], [-1.91, -3.61, -2.40], [-3.84, -2.05, -0.78], [-0.91, -1.74, 0.03], [-3.44, -4.75, 0.42], [-2.03, -4.31, 1.40], [-1.83, -5.29, -0.06], [-2.68, -4.37, -2.57], [-0.93, -4.09, -2.52], [-2.00, -2.85, -3.19], [-4.58, -2.70, -1.27], [-3.77, -1.12, -1.36], [-4.22, -1.80, 0.22], [-0.36, -2.31, 0.79], [-1.52, -1.01, 0.59]], "lowdin_charge": [0.656, -0.084, -0.360, -0.044, -0.275, -0.030, -0.097, -0.007, 0.083, -0.524, -0.036, -0.108, -0.043, -0.307, 0.160, -0.374, -0.085, -0.072, -0.013, -0.090, -0.015, -0.268, 0.041, -0.367, -0.064, -0.053, 0.073, 0.070, 0.075, 0.085, 0.081, 0.076, 0.058, 0.086, 0.107, 0.110, 0.101, 0.081, 0.129, 0.067, 0.068, 0.065, 0.073, 0.070, 0.070, 0.109, 0.093, 0.082, 0.069, 0.070, 0.066, 0.072, 0.060, 0.077, -0.167, -0.386, -0.013, -0.127, -0.147, -0.084, -0.086, -0.277, 0.146, -0.139, -0.128, 0.077, 0.106, 0.088, 0.073, 0.087, 0.095, 0.086, 0.127, -0.047, -0.413, -0.127, -0.124, -0.414, -0.066, 0.026, 0.064, 0.054, 0.053, 0.065, 0.066, 0.072, 0.044, 0.047, -0.203, 0.377, -0.207, -0.200, -0.322, 0.009, 0.002, 0.008, 0.016, 0.007, 0.016, 0.012, 0.021, 0.017, -0.028, -0.027], "spin_multiplicity": 5, "e_tot_ha": -3369.38183, "s_squared": 6.02, "lumo_ha": [0.161, 0.161], "mol_weight_g_mol": 731.79, "charge": -2, "homo_energy_ev": [-0.96, -1.19], "gap_ev": [5.3, 5.6]}

---

Record 3
{"formula": "C37H54BN6S3Ti", "method": "the ωB97M-V functional and the def2-TZVPD basis", "symbols": ["Ti", "C", "C", "C", "C", "N", "N", "B", "N", "N", "C", "C", "C", "C", "C", "S", "C", "C", "C", "C", "N", "N", "C", "C", "C", "C", "C", "S", "C", "C", "C", "C", "C", "S", "C", "C", "C", "C", "H", "H", "H", "H", "H", "H", "H", "H", "H", "H", "H", "H", "H", "H", "H", "H", "H", "H", "H", "H", "H", "H", "H", "H", "H", "H", "H", "H", "H", "H", "H", "H", "H", "H", "H", "H", "H", "H", "H", "C", "C", "C", "C", "C", "C", "C", "C", "C", "C", "H", "H", "H", "H", "H", "H", "H", "H", "H", "H", "H", "H", "H", "H", "H"], "xyz": [[0.24, 0.02, 0.03], [0.97, -5.39, -0.71], [0.73, -4.39, -1.79], [0.63, -4.71, -3.10], [0.40, -3.72, -4.09], [0.30, -2.46, -3.77], [0.39, -2.14, -2.47], [0.41, -0.65, -2.10], [1.87, -0.15, -1.98], [2.84, -1.09, -2.13], [4.08, -0.71, -2.08], [4.42, 0.67, -1.93], [3.47, 1.61, -1.75], [3.75, 3.07, -1.63], [2.10, 1.15, -1.70], [0.77, 2.14, -1.32], [5.15, -1.77, -2.20], [6.01, -1.73, -0.93], [4.53, -3.16, -2.33], [6.01, -1.48, -3.43], [-0.49, 0.15, -3.07], [-0.02, 0.59, -4.23], [-0.82, 1.32, -4.97], [-2.16, 1.52, -4.59], [-2.64, 1.05, -3.40], [-4.04, 1.28, -2.94], [-1.71, 0.38, -2.58], [-2.02, -0.03, -0.91], [-0.18, 1.95, -6.21], [0.94, 2.88, -5.73], [-1.20, 2.76, -7.01], [0.42, 0.86, -7.10], [0.59, -3.00, -1.48], [0.66, -2.40, 0.13], [0.28, -4.11, -5.56], [0.05, -2.88, -6.42], [1.57, -4.80, -5.99], [-0.91, -5.07, -5.71], [1.06, -6.39, -1.12], [0.16, -5.37, 0.02], [1.88, -5.14, -0.16], [0.71, -5.75, -3.40], [5.47, 0.96, -1.97], [4.82, 3.27, -1.71], [3.38, 3.46, -0.68], [3.22, 3.62, -2.41], [5.41, -1.92, -0.04], [6.51, -0.76, -0.81], [6.79, -2.49, -0.99], [3.91, -3.40, -1.47], [5.33, -3.90, -2.40], [3.90, -3.24, -3.22], [6.53, -0.52, -3.36], [5.41, -1.47, -4.34], [6.78, -2.25, -3.54], [-2.82, 2.09, -5.24], [-4.64, 1.74, -3.72], [-4.05, 1.92, -2.05], [-4.51, 0.34, -2.64], [0.54, 3.69, -5.11], [1.44, 3.33, -6.58], [1.67, 2.33, -5.14], [-1.61, 3.58, -6.43], [-2.02, 2.14, -7.38], [-0.70, 3.19, -7.88], [1.18, 0.30, -6.55], [0.89, 1.32, -7.97], [-0.34, 0.16, -7.44], [0.88, -2.17, -6.33], [-0.86, -2.35, -6.15], [-0.03, -3.18, -7.47], [2.43, -4.13, -5.90], [1.49, -5.10, -7.04], [1.78, -5.70, -5.41], [-1.84, -4.60, -5.37], [-0.77, -5.99, -5.15], [-1.03, -5.34, -6.76], [-0.46, 1.45, 1.70], [-0.91, 0.16, 2.07], [0.24, -0.63, 2.33], [1.39, 0.15, 2.06], [0.96, 1.45, 1.72], [1.83, 2.67, 1.68], [2.81, -0.30, 2.25], [0.22, -1.96, 3.03], [-2.32, -0.28, 2.32], [-1.32, 2.65, 1.46], [2.01, 3.01, 2.70], [1.37, 3.48, 1.12], [2.80, 2.46, 1.23], [3.04, -0.45, 3.31], [3.51, 0.44, 1.87], [3.00, -1.24, 1.74], [0.08, -1.78, 4.10], [1.15, -2.50, 2.90], [-0.59, -2.60, 2.69], [-2.50, -0.40, 3.39], [-2.54, -1.24, 1.85], [-3.04, 0.44, 1.94], [-1.41, 3.24, 2.38], [-2.33, 2.38, 1.14], [-0.91, 3.31, 0.69]], "lowdin_charge": [0.459, -0.044, -0.229, 0.070, -0.192, 0.213, 0.011, -0.716, -0.007, 0.197, -0.192, 0.073, -0.222, -0.037, -0.554, 0.858, -0.545, -0.030, -0.049, -0.033, -0.045, 0.202, -0.183, 0.084, -0.223, -0.044, -0.558, 0.829, -0.546, -0.039, -0.059, -0.045, -0.535, 0.889, -0.552, -0.063, -0.034, -0.034, 0.088, 0.090, 0.084, 0.128, 0.128, 0.091, 0.068, 0.091, 0.089, 0.083, 0.094, 0.079, 0.093, 0.079, 0.081, 0.094, 0.093, 0.120, 0.087, 0.088, 0.089, 0.091, 0.091, 0.074, 0.090, 0.091, 0.092, 0.073, 0.091, 0.086, 0.073, 0.083, 0.094, 0.089, 0.093, 0.081, 0.094, 0.081, 0.093, -0.311, -0.307, -0.343, -0.287, -0.310, -0.043, -0.015, -0.076, -0.042, -0.027, 0.103, 0.061, 0.063, 0.096, 0.076, 0.065, 0.103, 0.067, 0.071, 0.098, 0.080, 0.070, 0.100, 0.069, 0.061], "e_tot_ha": -3839.69840, "lumo_ha": -0.104, "mol_weight_g_mol": 737.76, "charge": 1, "homo_energy_ev": -9.64, "gap_ev": 6.8, "de_lowest_ev": 0.000}

---

Record 4
{"formula": "C37H54BN6S3Ti", "method": "the ωB97M-V functional and the def2-TZVPD basis", "symbols": ["Ti", "C", "C", "C", "C", "N", "N", "B", "N", "N", "C", "C", "C", "C", "C", "S", "C", "C", "C", "C", "N", "N", "C", "C", "C", "C", "C", "S", "C", "C", "C", "C", "C", "S", "C", "C", "C", "C", "H", "H", "H", "H", "H", "H", "H", "H", "H", "H", "H", "H", "H", "H", "H", "H", "H", "H", "H", "H", "H", "H", "H", "H", "H", "H", "H", "H", "H", "H", "H", "H", "H", "H", "H", "H", "H", "H", "H", "C", "C", "C", "C", "C", "C", "C", "C", "C", "C", "H", "H", "H", "H", "H", "H", "H", "H", "H", "H", "H", "H", "H", "H", "H"], "xyz": [[0.07, -0.11, 0.19], [4.31, -2.50, -2.47], [4.21, -1.05, -2.14], [5.13, -0.13, -2.51], [4.99, 1.25, -2.18], [3.97, 1.67, -1.50], [3.04, 0.75, -1.14], [1.93, 1.26, -0.25], [2.16, 0.99, 1.25], [3.35, 0.37, 1.52], [3.71, 0.27, 2.75], [2.93, 0.85, 3.81], [1.75, 1.44, 3.57], [0.89, 2.05, 4.62], [1.29, 1.45, 2.19], [-0.23, 1.96, 1.70], [5.01, -0.45, 3.05], [4.71, -1.62, 3.99], [5.66, -0.97, 1.77], [5.97, 0.54, 3.74], [1.45, 2.67, -0.63], [2.06, 3.70, -0.03], [1.60, 4.89, -0.28], [0.55, 5.08, -1.21], [-0.07, 4.02, -1.81], [-1.22, 4.16, -2.74], [0.39, 2.73, -1.42], [-0.41, 1.25, -1.83], [2.23, 6.03, 0.53], [1.99, 5.74, 2.02], [1.61, 7.38, 0.17], [3.74, 6.08, 0.27], [3.08, -0.55, -1.41], [1.80, -1.54, -0.88], [6.05, 2.25, -2.61], [5.70, 3.65, -2.12], [7.40, 1.83, -2.02], [6.13, 2.25, -4.14], [5.22, -2.71, -3.03], [3.45, -2.82, -3.07], [4.29, -3.10, -1.56], [5.99, -0.45, -3.09], [3.30, 0.80, 4.83], [1.37, 1.98, 5.60], [-0.08, 1.56, 4.66], [0.70, 3.10, 4.39], [4.01, -2.32, 3.52], [4.28, -1.30, 4.94], [5.63, -2.17, 4.21], [5.00, -1.67, 1.26], [6.58, -1.48, 2.03], [5.89, -0.16, 1.08], [5.58, 0.90, 4.70], [6.16, 1.41, 3.11], [6.92, 0.04, 3.94], [0.18, 6.08, -1.42], [-1.40, 5.20, -3.00], [-2.13, 3.74, -2.29], [-1.05, 3.59, -3.66], [0.92, 5.74, 2.25], [2.47, 6.51, 2.63], [2.40, 4.77, 2.29], [0.54, 7.41, 0.40], [1.74, 7.63, -0.89], [2.09, 8.16, 0.75], [4.21, 5.14, 0.56], [4.18, 6.89, 0.85], [3.95, 6.26, -0.79], [5.63, 3.68, -1.03], [4.74, 3.99, -2.51], [6.48, 4.34, -2.44], [7.36, 1.84, -0.92], [8.17, 2.53, -2.33], [7.71, 0.83, -2.34], [5.16, 2.51, -4.59], [6.44, 1.29, -4.55], [6.86, 2.99, -4.47], [-2.15, -0.50, 0.54], [-1.77, -1.38, -0.51], [-0.85, -2.32, 0.02], [-0.62, -1.99, 1.38], [-1.46, -0.90, 1.72], [-1.79, -0.46, 3.11], [0.28, -2.74, 2.32], [-0.42, -3.58, -0.66], [-2.32, -1.44, -1.90], [-3.22, 0.55, 0.47], [-2.52, -1.15, 3.54], [-2.22, 0.54, 3.14], [-0.92, -0.47, 3.77], [-0.11, -3.74, 2.51], [0.36, -2.24, 3.28], [1.28, -2.85, 1.91], [-1.23, -4.30, -0.59], [0.46, -4.02, -0.20], [-0.21, -3.43, -1.72], [-2.94, -2.33, -2.02], [-1.53, -1.50, -2.65], [-2.93, -0.57, -2.13], [-4.18, 0.15, 0.81], [-3.36, 0.91, -0.55], [-2.99, 1.41, 1.09]], "lowdin_charge": [0.398, -0.043, -0.229, 0.068, -0.194, 0.212, 0.011, -0.636, -0.003, 0.196, -0.195, 0.073, -0.227, -0.036, -0.568, 0.892, -0.547, -0.030, -0.050, -0.032, -0.043, 0.201, -0.180, 0.084, -0.223, -0.042, -0.576, 0.835, -0.544, -0.040, -0.058, -0.043, -0.553, 0.885, -0.553, -0.063, -0.034, -0.034, 0.088, 0.090, 0.085, 0.128, 0.129, 0.091, 0.074, 0.088, 0.090, 0.082, 0.094, 0.083, 0.093, 0.079, 0.081, 0.094, 0.093, 0.120, 0.088, 0.090, 0.088, 0.091, 0.092, 0.073, 0.091, 0.091, 0.093, 0.074, 0.091, 0.089, 0.075, 0.084, 0.093, 0.089, 0.093, 0.081, 0.095, 0.082, 0.092, -0.317, -0.308, -0.338, -0.289, -0.322, -0.046, -0.014, -0.069, -0.039, -0.029, 0.100, 0.060, 0.065, 0.095, 0.075, 0.067, 0.101, 0.069, 0.070, 0.096, 0.080, 0.071, 0.097, 0.069, 0.060], "spin_multiplicity": 3, "e_tot_ha": -3839.67514, "s_squared": 2.02, "lumo_ha": [-0.109, -0.136], "mol_weight_g_mol": 737.76, "charge": 1, "homo_energy_ev": [-9.46, -10.45], "gap_ev": [6.5, 6.8], "de_lowest_ev": 0.000}